A molecular structure, C16H26InN10S2 at a distorted geometry, computed with ωB97M-V with the def2-TZVPD basis set.

```
55
C16H26InN10S2 (ωB97M-V with the def2-TZVPD basis set)
In -1.333 -0.384 0.876
S -1.519 2.136 0.927
S -2.599 -2.524 1.297
N 1.259 2.209 0.703
N -0.304 -2.263 -3.271
N 0.601 -0.036 -3.267
N -3.417 -1.076 3.416
N 1.783 -1.822 -2.173
N -2.556 -0.032 3.051
N -0.287 -1.002 -1.224
N 0.177 3.551 -0.617
N 0.841 0.189 1.857
N -4.379 -3.134 3.098
C 2.241 -0.525 3.668
C 1.086 -1.561 -0.949
C 3.046 0.591 3.490
C 0.022 2.595 0.306
C 2.199 2.949 -0.004
C -0.894 4.262 -1.320
C -0.113 0.241 -2.053
C -3.533 -2.211 2.709
C -0.152 -1.034 -4.051
C 1.164 -0.692 2.826
C 2.718 1.510 2.504
C -1.035 -2.011 -2.065
C 1.522 3.782 -0.816
C 1.025 -2.806 -2.965
C 1.925 -0.589 -2.951
C 1.603 1.274 1.721
H -0.546 4.535 -2.312
H -1.166 5.170 -0.783
H -1.100 0.644 -2.291
H -4.476 -3.998 2.581
H 2.506 0.141 -2.382
H -2.023 -1.612 -2.303
H -1.142 -2.933 -1.490
H 3.912 0.754 4.117
H 3.316 2.400 2.369
H 2.455 -0.808 -3.876
H -3.108 0.810 2.882
H -4.952 -3.043 3.928
H 1.556 -3.008 -3.892
H 1.642 -0.839 -0.349
H 0.453 0.967 -1.465
H 0.521 -1.562 2.910
H -1.930 0.171 3.830
H 0.924 -3.735 -2.404
H 0.981 -2.492 -0.385
H 0.393 -1.251 -4.968
H -1.770 3.626 -1.397
H 1.884 4.510 -1.521
H -1.132 -0.633 -4.313
H -3.993 -0.956 4.242
H 2.449 -1.246 4.446
H 3.259 2.802 0.105
```

Summary:
Total charge: +3
LUMO energy: -9.9 eV
HOMO level: -16.61 eV
ΔE to the lowest compared entry with this formula, charge and spin: 11.0 kcal per mole
Molecular weight: 537.4 g/mol
Multiplicity: 1

2 unconnected molecules or ions with the total composition C2H3FNO2 at a distorted geometry, computed with ωB97M-V with the def2-TZVPD basis set.

```
9
C2H3FNO2 (ωB97M-V with the def2-TZVPD basis set)
F -2.106 0.851 -0.862
O -3.504 -0.701 -0.154
O -1.321 -0.912 0.426
N 1.428 -0.001 0.865
C 2.217 0.321 -0.021
C -2.345 -0.407 0.020
H 0.364 -0.100 0.671
H 3.354 0.247 0.138
H 1.913 0.703 -1.083
```

Summary:
Total charge: -1
LUMO energy: 4.1 eV
HOMO level: -5.21 eV
ΔE to the lowest compared entry with this formula, charge and spin: 12.5 kcal per mole
Molecular weight: 92.0 g/mol
Multiplicity: 1

A molecular structure, CAlO3 at a distorted geometry, computed with ωB97M-V with the def2-TZVPD basis set.

```
5
CAlO3 (ωB97M-V with the def2-TZVPD basis set)
Al -0.998 -0.650 -1.002
O 0.598 -0.957 0.770
O 1.221 -0.322 -0.498
O -0.135 0.505 1.204
C -0.686 1.424 -0.473
```

Summary:
Total charge: +1
LUMO energy: -9.7 eV
HOMO level: -15.81 eV
ΔE to the lowest compared entry with this formula, charge and spin: 266.3 kcal per mole
Molecular weight: 87.0 g/mol
Multiplicity: 1

A molecular structure, C52H47BrGeNO3P2RbSe3Te at a distorted geometry, computed with ωB97M-V with the def2-TZVPD basis set.

```
112
C52H47BrGeNO3P2RbSe3Te (ωB97M-V with the def2-TZVPD basis set)
Te 3.592 -1.602 -3.356
Rb 0.856 -2.515 -0.311
Br -0.793 -5.414 -0.084
Se 2.724 -3.895 -2.837
Se 3.439 -1.789 -5.833
Se 1.532 -0.280 -3.385
Ge 2.731 -0.155 4.065
P -1.438 2.423 -0.607
P -3.288 -0.921 -3.182
O -0.481 0.148 1.518
O 1.491 -0.545 2.457
O -5.674 -4.864 1.617
N -2.113 -2.998 0.539
C -2.280 -4.302 0.407
C 2.393 3.012 -1.657
C -0.149 -3.186 -5.724
C 3.904 0.557 1.380
C -4.018 3.249 -1.285
C -2.363 4.967 -1.329
C -0.038 2.999 -1.547
C 4.135 -0.110 2.612
C -0.510 -3.626 -4.442
C -0.750 -2.053 -6.232
C 4.127 -2.143 5.763
C -5.196 0.809 -4.277
C -4.539 -4.165 1.239
C 1.109 3.439 -3.651
C -4.645 5.474 -1.861
C -1.751 -1.414 -5.537
C -2.113 -1.793 -4.238
C -2.335 0.673 -2.881
C 3.049 -1.933 4.889
C 4.059 2.114 7.416
C -4.829 -1.160 -5.574
C 4.435 -3.395 6.286
C -4.478 -0.396 -4.431
C 3.429 1.169 6.591
C 3.623 1.158 5.214
C 6.256 -0.914 1.691
C 5.941 -0.343 0.475
C 5.377 -0.740 2.772
C -3.485 -4.942 0.767
C -5.650 -0.635 -6.566
C 0.946 0.348 4.869
C 4.372 2.192 4.633
C 3.651 -4.498 5.908
C -1.533 -2.970 -3.751
C 2.258 -3.040 4.574
C -6.177 0.621 -6.437
C 0.276 0.103 2.484
C 4.783 0.409 0.326
C -1.811 0.777 -1.434
C -0.026 0.819 3.813
C -0.080 3.361 -2.926
C 4.997 3.124 5.442
C -4.376 -2.778 1.354
C -5.007 4.148 -1.667
C -3.347 5.899 -1.686
C -5.997 1.337 -5.266
C 2.573 -4.300 5.060
C -3.135 -2.256 1.050
C -2.683 3.621 -1.119
C 1.217 2.902 -0.934
C 4.839 3.094 6.808
C 2.331 3.295 -3.013
H -0.864 0.271 -1.314
H 3.316 2.894 -1.129
H 4.561 0.936 -0.619
H 1.079 1.074 5.677
H -2.502 0.295 -0.728
H 2.884 0.345 7.065
H -6.043 3.841 -1.745
H -5.151 -2.130 1.771
H 3.014 1.214 1.210
H 1.980 -5.133 4.647
H -0.017 1.899 3.672
H 4.703 -1.275 6.112
H 4.491 2.216 3.546
H -5.449 6.164 -2.132
H 1.395 -2.918 3.915
H 1.278 2.691 0.124
H -2.964 1.536 -3.058
H -6.412 2.331 -5.159
H -5.825 -1.204 -7.466
H -5.074 1.348 -3.343
H 5.672 3.852 4.972
H -6.730 1.063 -7.261
H -1.072 0.559 4.057
H -3.589 -6.026 0.731
H 0.637 -3.718 -6.300
H 0.021 -4.439 -3.980
H -1.898 -3.411 -2.824
H -1.456 0.722 -3.584
H -1.335 5.304 -1.195
H -0.493 -1.624 -7.223
H -6.372 -4.287 1.987
H 6.620 -0.454 -0.368
H 3.911 2.102 8.507
H 5.243 -3.530 7.004
H -4.393 -2.149 -5.762
H -2.928 -1.165 1.200
H 7.204 -1.435 1.853
H 5.321 3.869 7.405
H -4.267 2.206 -1.107
H 3.260 3.449 -3.584
H -2.174 -0.543 -6.011
H 5.657 -1.050 3.757
H 0.564 -0.575 5.350
H 1.082 3.714 -4.695
H 3.890 -5.472 6.301
H -3.084 6.949 -1.824
H -1.047 3.520 -3.407
```

Summary:
Total charge: -2
LUMO energy: 2.9 eV
HOMO level: -0.98 eV
ΔE to the lowest compared entry with this formula, charge and spin: 0.0 kcal per mole
Molecular weight: 1398.4 g/mol
Multiplicity: 1

Number 1: frontier orbital gap 6.690 eV. Number 2: frontier orbital gap 9.266 eV. Number 3: frontier orbital gap 6.077 eV. Number 4: frontier orbital gap 3.857 eV.